This record from OMol25 describes a cluster of 9 separate species, C32H76Br4N5 in total. The level of theory is ωB97M-V with the def2-TZVPD basis set.

CARTESIAN COORDINATES (ANGSTROEM)
N (0.27235, -0.81818, -0.55590)
H (1.01454, -0.13813, -0.47351)
H (-0.61405, -0.34791, -0.67098)
H (0.33517, -1.27484, 0.34277)
H (0.52510, -1.53274, -1.22345)
C (2.12833, 0.30845, -4.00622)
C (0.84539, 1.14894, -3.94162)
C (0.99076, 2.55393, -4.50093)
N (-0.35523, 3.39737, -4.40554)
C (-0.57576, 3.93388, -3.01757)
C (-1.59088, 2.64924, -4.95867)
C (-2.60391, 3.73281, -5.36361)
C (-1.83709, 5.00389, -5.61832)
C (-0.32580, 4.56589, -5.40063)
H (2.87084, 0.64935, -3.28473)
H (2.48843, 0.19271, -5.02848)
H (1.95638, -0.75045, -3.81320)
H (0.23985, 1.17676, -3.03572)
H (0.14950, 0.62516, -4.59698)
H (1.36140, 2.31820, -5.49852)
H (1.74500, 3.17845, -4.02220)
H (0.31430, 4.52414, -2.79969)
H (-0.67900, 3.04112, -2.40077)
H (-1.49541, 4.51661, -2.96491)
H (-1.87482, 1.94128, -4.18004)
H (-1.21294, 2.07375, -5.80370)
H (-3.37615, 3.75568, -4.59469)
H (-3.09982, 3.54047, -6.31502)
H (-2.13359, 5.70757, -4.84049)
H (-2.02032, 5.46087, -6.59079)
H (0.32976, 5.34715, -5.01594)
H (0.10749, 4.06010, -6.26348)
C (7.43935, -0.19133, 1.76260)
C (6.17091, -1.02278, 1.64984)
C (5.04750, -0.54497, 2.59683)
N (3.91241, -1.65497, 2.64194)
C (3.45723, -2.21244, 1.26688)
C (2.70797, -0.94942, 3.29861)
C (2.99178, -0.92904, 4.78825)
C (3.65822, -2.26955, 5.05759)
C (4.19596, -2.76291, 3.63308)
H (7.34197, 0.89089, 1.67639)
H (8.20629, -0.51836, 1.06048)
H (7.75325, -0.26695, 2.80367)
H (6.31388, -2.08434, 1.85164)
H (5.75688, -0.84638, 0.65709)
H (4.63444, 0.41679, 2.29273)
H (5.50597, -0.56667, 3.58549)
H (3.11461, -1.22326, 0.96320)
H (2.63186, -2.92194, 1.32587)
H (4.27863, -2.67965, 0.72362)
H (1.86140, -1.61538, 3.13152)
H (2.54228, -0.01422, 2.76376)
H (2.06781, -0.84965, 5.36101)
H (3.58305, -0.05215, 5.05201)
H (2.97853, -3.02154, 5.45835)
H (4.38379, -2.23893, 5.87042)
H (3.62884, -3.60328, 3.23277)
H (5.26901, -2.95411, 3.62243)
C (-3.02038, 4.01724, 7.94140)
C (-2.96796, 3.00223, 6.81217)
C (-1.54549, 2.93747, 6.01496)
N (-1.63750, 2.07320, 4.71201)
C (-2.08504, 0.61892, 4.96711)
C (-0.32026, 2.11955, 3.92920)
C (-0.62491, 1.87580, 2.49913)
C (-2.05097, 2.44088, 2.28198)
C (-2.64120, 2.63112, 3.68098)
H (-2.81359, 5.02983, 7.59499)
H (-2.27368, 3.86575, 8.72087)
H (-3.93071, 4.04328, 8.54033)
H (-3.76623, 3.14895, 6.08461)
H (-3.24715, 2.01332, 7.17580)
H (-0.87470, 2.38260, 6.67091)
H (-1.08471, 3.90094, 5.79700)
H (-1.57040, 0.40219, 5.90321)
H (-1.90191, -0.14836, 4.21487)
H (-3.13480, 0.61565, 5.26049)
H (0.39688, 1.43683, 4.38493)
H (0.08848, 3.12257, 4.05165)
H (-0.49074, 0.81355, 2.29485)
H (0.14100, 2.35148, 1.88658)
H (-2.57777, 1.71401, 1.66373)
H (-2.11507, 3.41331, 1.79378)
H (-3.60767, 2.16084, 3.86226)
H (-2.60411, 3.66567, 4.02219)
C (-1.60391, -1.48314, -5.40390)
C (-2.78062, -1.87803, -4.52427)
C (-2.93984, -3.44036, -4.38605)
N (-2.39128, -3.95997, -3.06513)
C (-0.96393, -3.48899, -2.74302)
C (-2.48505, -5.53799, -3.08070)
C (-2.60204, -6.03507, -1.54900)
C (-3.16122, -4.79124, -0.88444)
C (-3.32733, -3.68295, -1.88303)
H (-1.36220, -2.13865, -6.24056)
H (-0.61154, -1.44446, -4.95467)
H (-1.63467, -0.46616, -5.79491)
H (-3.74940, -1.68155, -4.98358)
H (-2.69064, -1.37100, -3.56358)
H (-2.35491, -3.90415, -5.18033)
H (-3.96079, -3.82093, -4.41650)
H (-0.15493, -3.77057, -3.41705)
H (-0.81654, -3.89620, -1.74274)
H (-0.97494, -2.39962, -2.70751)
H (-1.67255, -5.93677, -3.68807)
H (-3.35768, -5.88803, -3.63213)
H (-1.66238, -6.29452, -1.06134)
H (-3.22789, -6.91873, -1.42425)
H (-2.57770, -4.46213, -0.02462)
H (-4.12385, -4.97266, -0.40639)
H (-3.15794, -2.70246, -1.43802)
H (-4.34858, -3.60610, -2.25617)
Br (2.35035, -3.29647, -1.81509)
Br (-0.70289, -2.59452, 1.92239)
Br (2.39441, 1.69355, -0.12693)
Br (-2.40059, 0.66604, -1.57493)

Output
HOMO, eV: -8.810
Net charge: +1
E, eV: -322031.672
Orbital gap, Eh: 0.264


This record from OMol25 describes a structure of composition C25H31DyN4OS2. The level of theory is ωB97M-V with the def2-TZVPD basis set.

CARTESIAN COORDINATES (ANGSTROEM)
Dy (-0.18023, 1.30606, -0.25642)
N (-5.36352, -1.41603, 2.23310)
C (-4.17291, -0.78271, 1.55504)
C (-4.42144, -0.76487, 0.03549)
C (-3.48503, 0.20074, -0.80363)
N (-2.03829, -0.28023, -0.95705)
C (-3.48400, 1.57256, -0.21665)
C (-3.23713, 1.62661, 1.29552)
N (-1.81029, 1.34202, 1.60600)
C (-4.20573, 0.65413, 2.06332)
H (-5.49489, -2.37564, 1.88566)
H (-6.19756, -0.87220, 1.99745)
H (-5.22314, -1.47513, 3.26322)
H (-3.30443, -1.31665, 1.89243)
H (-5.43070, -0.41301, -0.14570)
H (-4.34743, -1.72086, -0.42781)
H (-3.89949, 0.22246, -1.81074)
H (-1.78062, -0.59474, -1.90105)
H (-1.86015, -1.15268, -0.40258)
H (-4.40557, 2.14130, -0.45550)
H (-2.63415, 2.18417, -0.73414)
H (-3.45406, 2.64669, 1.62733)
H (-1.65648, 0.45161, 2.04548)
H (-1.44381, 2.05887, 2.18041)
H (-5.17811, 1.05087, 1.83066)
H (-4.00547, 0.67986, 3.12479)
S (3.02153, 4.39278, 0.31535)
C (1.73694, 3.73425, 1.21556)
N (0.66941, 3.39874, 0.52302)
C (0.84131, 3.71259, -0.81452)
C (-0.15337, 3.56837, -1.83908)
C (0.24177, 3.81838, -3.14774)
C (1.51505, 4.31169, -3.47063)
C (2.43910, 4.53999, -2.46684)
C (2.10117, 4.23403, -1.18979)
H (1.78695, 3.59626, 2.29863)
H (-1.20318, 3.38038, -1.52932)
H (-0.49666, 3.73219, -3.92277)
H (1.76135, 4.55839, -4.49059)
H (3.43211, 4.98086, -2.66125)
O (1.27945, -0.11820, 0.09595)
S (1.80697, -1.45820, 0.79729)
C (1.56509, -2.63319, -0.55265)
C (1.08620, -3.86317, -0.12028)
C (1.05301, -4.93136, -1.06200)
C (1.43932, -4.67749, -2.37096)
C (1.86009, -3.42142, -2.76481)
C (1.97086, -2.37821, -1.84020)
C (3.51317, -1.50478, 1.11639)
C (3.87612, -1.20917, 2.45211)
C (5.20368, -1.24738, 2.84100)
C (6.18315, -1.62845, 1.92675)
C (5.81603, -1.96984, 0.59433)
C (4.50265, -1.87299, 0.17982)
H (0.79872, -4.01716, 0.91658)
H (0.66076, -5.88830, -0.75160)
H (1.36301, -5.48632, -3.06182)
H (2.05545, -3.22433, -3.81543)
H (2.28957, -1.34682, -2.19678)
H (3.09650, -0.94944, 3.16255)
H (5.50507, -1.08169, 3.84469)
H (7.22642, -1.66252, 2.22104)
H (6.55293, -2.24070, -0.12309)
H (4.31688, -2.12096, -0.83355)

Output
HOMO (alpha / beta), eV: -18.877 / -18.877
<S²>: 9.344
Net charge: +4
Spin multiplicity: 6
E, eV: -80153.320
Orbital gap (alpha / beta), Eh: 0.272 / 0.259


This record from OMol25 describes a structure of composition C3H11NOS2. The level of theory is ωB97M-V with the def2-TZVPD basis set.

CARTESIAN COORDINATES (ANGSTROEM)
N (-0.99236, 0.60452, 2.07338)
C (-0.75499, -0.04805, 0.79442)
C (0.71400, -0.19792, 0.48536)
S (1.21639, 0.02980, -1.62583)
S (-0.33362, 1.07517, -2.42970)
C (-1.17369, -0.18896, -3.43211)
H (-0.19772, 0.48891, 2.71030)
H (-1.13914, 1.58756, 1.95283)
H (-1.29087, -1.00435, 0.77438)
H (-1.21081, 0.52368, 0.00300)
H (1.01994, 0.66517, -0.08405)
H (1.10242, -1.15780, 0.73422)
H (-1.51643, -0.99790, -2.82886)
H (-1.98635, 0.31339, -3.96108)
H (-0.43448, -0.60083, -4.11985)
H (2.92484, -0.72656, 3.35363)
H (1.89592, -0.21388, 2.33707)
O (2.15694, -0.15196, 3.26288)

Output
HOMO, eV: -8.562
Net charge: 0
E, eV: -28494.581
Orbital gap, Eh: 0.320


This record from OMol25 describes a cluster of 2 separate species, C2H7S2 in total. The level of theory is ωB97M-V with the def2-TZVPD basis set.

CARTESIAN COORDINATES (ANGSTROEM)
C (-1.58175, -1.13272, -1.61055)
S (-1.67073, -0.61226, 0.15150)
H (-2.47610, -1.78213, -1.90015)
H (-1.31214, -0.29113, -2.29187)
H (-0.78252, -1.84229, -1.74626)
H (-0.45493, 0.19503, 0.13336)
C (2.31861, 0.48747, 1.26600)
S (1.21844, 1.01855, 0.04345)
H (1.75628, 0.23272, 2.17660)
H (2.97218, -0.37789, 1.00204)
H (3.11275, 1.23656, 1.57446)

Output
HOMO (alpha / beta), eV: -8.953 / -8.850
<S²>: 0.756
Net charge: 0
Spin multiplicity: 2
E, eV: -23855.787
Orbital gap (alpha / beta), Eh: 0.359 / 0.238


no.,maximum force (eV/Å)
1,2.72
2,3.32
3,3.77
4,2.89